No. 1
Density functional theory data (ωB97M-V/def2-TZVPD) for an isolated molecule of C25H28N4O4.

The geometry in XYZ format:
```
61
Properties=species:S:1:pos:R:3
O -3.72396 -0.27882 1.67209
O -3.37262 0.45668 -0.92603
O -0.97109 -0.45062 -2.28232
O 0.37567 -3.59213 2.36768
N 2.36025 0.39125 0.27063
N 4.63936 -0.13270 -3.85688
N 4.25293 -0.70302 -0.43616
N 1.83733 -2.03237 1.61816
C -0.36432 3.22313 -2.75555
C -3.92925 -0.63182 3.01937
C -0.68783 2.24178 0.90641
C -2.43470 -0.34109 -0.29942
C 3.01798 -2.62516 2.19248
C -0.92690 2.80209 -0.36266
C -2.58724 -0.71772 1.05077
C -1.27771 -0.72923 -0.98456
C -1.65465 2.51842 2.01278
C -0.09407 2.58407 -1.42757
C 0.61416 -2.57909 1.73541
C 1.03783 1.74765 -1.25052
C 4.64026 -1.14494 0.88106
C -0.28370 -1.43900 -0.30952
C 1.29688 1.19032 0.03195
C -0.44319 -1.80126 1.01194
C 0.42119 1.45920 1.09728
C 3.88386 0.19405 -3.05491
C -1.60831 -1.46206 1.68601
C 2.98799 0.57106 -2.04027
C -1.97766 -0.08262 -3.20041
C 3.18877 0.08461 -0.70248
C 4.19043 -2.58370 1.21248
C -4.69936 -0.03338 -0.98142
C 1.91992 1.40085 -2.28905
H 1.76511 1.77337 -3.29048
H 1.95168 -1.12144 1.16650
H -2.78517 -0.81958 -3.22440
H -1.32927 2.05368 2.93997
H -3.14132 -0.22997 3.66318
H -5.22908 0.63364 -1.66056
H -4.72732 -1.05392 -1.37785
H -3.98636 -1.71673 3.14661
H 2.76739 -3.65769 2.45039
H -1.71416 -1.77589 2.71085
H 0.63840 1.02089 2.05932
H -2.63681 2.13003 1.74728
H 0.59576 -1.72066 -0.86646
H -2.39218 0.90124 -2.97579
H 0.44293 3.90658 -3.02001
H 3.29753 -2.09875 3.11489
H 3.90618 -3.09175 0.28946
H -4.88334 -0.18471 3.29589
H -1.48308 -0.06715 -4.17221
H -1.75424 3.59156 2.17235
H -0.44208 2.47247 -3.53982
H -1.80388 3.42043 -0.49046
H -5.17986 -0.01663 -0.00196
H -1.29352 3.78627 -2.72226
H 4.82753 -0.98502 -1.21510
H 4.20882 -0.44447 1.59897
H 5.02219 -3.13317 1.65391
H 5.72993 -1.07709 0.94103
```

SMILES ... COc1cc(C(=O)NCCCNc2nc3cc(C)cc(C)c3cc2C#N)cc(OC)c1OC
HOMO ... -8.263 eV
Frontier orbital gap ... 8.04 eV

---

No. 2
Density functional theory data (ωB97M-V/def2-TZVPD) for a cluster of 2 separate species, C25H28N4O8 in total.

The geometry in XYZ format:
```
65
Properties=species:S:1:pos:R:3
O 7.85018 5.05325 2.62950
O 1.58617 -2.54762 0.73561
O -8.52237 -1.35094 -1.51454
O -6.57158 1.88521 0.41363
O 6.19615 1.95528 1.77121
O 5.90935 4.98915 1.46837
O 5.79950 -1.41295 0.15864
O -0.46885 -1.41578 2.21064
N -6.10421 -0.00981 -0.59740
N -7.35548 -3.02864 -2.42846
N 5.29771 1.37504 -0.19949
N 3.70996 -1.96315 0.56542
C 9.01354 2.96519 -1.84604
C 7.09700 4.71831 1.55903
C -4.27719 -2.07528 0.63866
C 6.23960 2.05367 0.55085
C -5.66870 -2.36522 0.11061
C 7.93717 2.30014 -1.25297
C 7.30714 2.82523 -0.10802
C 4.29350 0.48624 0.40128
C -3.16705 -2.75783 0.10237
C -8.05692 0.14583 0.97492
C -7.45121 -1.92390 -1.67486
C 4.67193 -1.00967 0.38996
C 7.76018 4.06028 0.42152
C 2.95558 0.67454 -0.31856
C 9.48530 4.15698 -1.29571
C -6.86719 0.71483 0.22641
C -1.70224 -1.61531 1.68386
C -4.09605 -1.15066 1.68656
C -6.14743 -1.42700 -1.01412
C -1.87955 -2.53111 0.62496
C -8.48920 -3.66022 -3.10345
C 8.86427 4.69563 -0.16707
C 2.38291 -1.64627 0.53676
C -2.80925 -0.91758 2.20631
C 1.89243 -0.20963 0.35251
H -1.02913 -3.06706 0.23012
H 9.49932 2.54340 -2.72149
H 0.97962 -0.21351 -0.25068
H -3.30235 -3.47424 -0.69530
H -4.94517 -0.62407 2.10101
H 4.14277 0.75613 1.45298
H 3.98510 -2.93671 0.54875
H -9.31944 -3.77356 -2.40191
H -8.95727 0.35745 0.40076
H -5.67927 -3.38933 -0.26452
H -6.36601 -2.34044 0.94547
H 2.64538 1.72438 -0.27312
H -8.20564 -4.64296 -3.48365
H 1.64392 0.19983 1.33659
H -6.45082 -3.46176 -2.52210
H 7.21628 5.41694 3.26469
H 7.62232 1.34443 -1.66395
H 0.18013 -2.01217 1.80823
H 10.33272 4.66803 -1.74412
H -8.82141 -3.03251 -3.93294
H -2.66020 -0.21830 3.01531
H -5.39542 -1.51026 -1.79858
H -5.35056 0.53415 -0.98465
H 9.23200 5.62800 0.25410
H 5.42429 1.37669 -1.20638
H 3.05944 0.40017 -1.37424
H -8.12475 0.63506 1.94427
H -7.97097 -0.92399 1.11645
```

SMILES ... O=C1CC[C@H](NC(=O)c2ccccc2C(=O)O)C(=O)N1.CNC(=O)[C@H](Cc1ccc(O)cc1)NC(C)=O
HOMO ... -8.342 eV
Frontier orbital gap ... 8.54 eV

---

No. 3
Density functional theory data (ωB97M-V/def2-TZVPD) for a structure of composition C25H28N4PbS.

The geometry in XYZ format:
```
59
Properties=species:S:1:pos:R:3
Pb -0.55919 -0.59423 0.42615
S -2.59562 -0.75410 2.15441
N -1.91289 -2.86364 -0.10003
N 1.38403 0.00568 -1.80389
N 1.89035 1.25634 -1.49027
N -1.08331 1.83790 -0.02023
C 3.18053 1.64967 -2.00760
C -1.35374 3.79730 1.27983
C 3.07932 1.87181 -3.53560
C -1.34373 -3.77770 -0.88695
C 1.04745 2.95327 2.79123
C 2.05950 0.43368 2.33772
C -2.53280 3.53530 -0.79087
C -0.38126 -3.35755 -1.86681
C -2.72140 -5.58043 -0.00737
C -4.38590 -4.88106 1.62395
C -3.28135 -4.64426 0.85188
C -0.78169 2.51482 1.06774
C -3.29177 -2.32321 1.80686
C -1.73673 -5.17035 -0.85387
C -4.39796 -2.70188 2.57742
C 2.77559 1.33603 3.09692
C -2.25876 4.33344 0.34448
C -2.77480 -3.28530 0.85812
C -1.99247 2.28026 -0.89846
C 0.81600 0.74369 1.80157
C 4.26367 0.68981 -1.59772
C 3.45980 2.98219 -1.25501
C -5.03857 -3.94977 2.42037
C 0.34847 2.04793 1.91469
C 2.25923 2.57574 3.35132
H -4.73987 -1.90024 3.20833
H -0.69686 -2.44257 -2.41044
H 1.11056 1.94581 -1.55891
H -1.15870 -5.83048 -1.48182
H -4.94637 -5.81154 1.40372
H 2.79804 3.22828 4.05298
H 4.07170 2.24004 -3.87986
H 0.58591 -3.14308 -1.38194
H 4.55715 3.14581 -1.15772
H 3.70680 1.07525 3.46239
H -3.24443 3.81236 -1.55107
H -2.70445 5.30993 0.54338
H 4.30021 0.66589 -0.51218
H 1.01696 -0.01691 -2.71648
H 0.65380 3.99346 2.91313
H -2.24862 1.69270 -1.81430
H 4.11849 -0.34166 -1.95755
H 3.08711 2.91778 -0.23483
H -0.17643 -4.15970 -2.60673
H 2.42343 -0.55958 2.21247
H 5.25253 0.99351 -1.90827
H 2.09927 -0.74107 -1.69840
H -3.15337 -6.60506 -0.03727
H 2.88358 0.95050 -4.05385
H -5.90622 -4.24613 2.97112
H 2.39892 2.68623 -3.76255
H -1.26113 4.35778 2.17770
H 3.03199 3.82131 -1.81104
```

Charge ... +2
HOMO (alpha / beta) ... -13.424 / -13.760 eV
Frontier orbital gap (alpha / beta) ... 4.92 / 4.92 eV

---

| no. | molar mass (g/mol) | total energy (eV) |
| --- | --- | --- |
| 1 | 448.523 | -40530.1722 |
| 2 | 512.519 | -48722.5048 |
| 3 | 623.794 | -48405.3824 |